Entry 1:
A 4-piece molecular cluster, C4H12O3 overall, computed with ωB97M-V/def2-TZVPD.

orbital gap	4.11	eV
electronic energy	-10479.1366	eV
HOMO	-0.2885	Eh
energy above the lowest of the compared OMol25 structures with the same formula, charge and spin	138.42	kcal per mole
LUMO level	-3.7463	eV

The geometry in ORCA input format:
```
! RIJCOSX wB97M-V def2-TZVPD def2/J DEFGRID3
* xyz 0 1
C -1.9621 -0.7247 -0.6147
C -0.5487 -0.8482 -0.2278
C 0.3793 -1.4905 -1.1546
C -0.1611 -0.6358 1.1393
O -2.4436 -0.9388 -1.6960
H -2.6172 -0.3492 0.1947
H -2.5598 3.1483 -2.0243
H 0.3772 -2.5908 -1.1172
H 1.4115 -1.1325 -1.0325
H 0.1297 -1.3177 -2.2055
H -0.3366 0.4274 1.4162
H 0.8850 -0.8933 1.2474
H -0.8290 -1.1924 1.8145
H 2.4366 0.9939 3.1796
H -2.5771 3.6672 -2.5533
O 1.8341 0.5898 2.5503
H 2.5000 1.6646 -0.1118
H 2.0706 0.7635 1.1231
O 2.0112 0.8595 0.0725
*
```

Atomic partial charges in e from the natural (NBO) method, atoms 1 to 5: 0.31, 0.46, -0.77, -0.74, -0.39

---

Entry 2:
A 9-piece molecular cluster, C3H24O8S2 overall, computed with ωB97M-V/def2-TZVPD.

orbital gap	8.89	eV
electronic energy	-41548.4622	eV
structure (SMILES)	CCCSS.O.O.O.O.O.O.O.O
HOMO	-0.3232	Eh
energy above the lowest of the compared OMol25 structures with the same formula, charge and spin	34.64	kcal per mole
LUMO level	0.0985	eV

The geometry in ORCA input format:
```
! RIJCOSX wB97M-V def2-TZVPD def2/J DEFGRID3
* xyz 0 1
C 1.4793 0.0950 1.8267
C 0.5599 1.0042 0.9609
C -0.8888 0.5360 1.1572
S -2.1111 1.4065 0.0867
S -3.0098 -0.1840 -0.9293
H 1.3828 -0.8284 1.3624
H 2.4746 0.5012 1.5824
H 1.2204 0.0137 2.9337
H 0.7445 0.8478 -0.1912
H 0.7902 2.1664 1.3052
H -1.3083 0.6206 2.1853
H -0.9656 -0.6432 1.0235
H -3.8280 -1.0047 -0.3688
O -0.7662 -3.1522 0.9735
H -1.4847 -2.6606 0.8231
H -0.1094 -3.0925 0.3279
O 2.6857 2.1151 -2.1250
H 1.8842 2.5892 -2.3353
H 2.8029 2.0376 -1.1866
O -0.1673 1.4499 -2.7618
H -0.6540 1.5352 -3.5285
H 0.0961 0.5063 -2.5911
O 2.3140 -1.3592 -3.6792
H 1.7328 -1.4047 -2.8784
H 2.1326 -0.4068 -3.8720
O 3.6229 -0.1133 -1.1421
H 3.1040 0.4328 -1.6757
H 3.9806 -0.8935 -1.5597
O -1.6209 -1.0479 3.3325
H -2.3836 -1.5830 3.4064
H -0.9316 -1.6176 2.9182
O -0.2329 1.1879 4.1722
H -0.7638 0.4329 4.2710
H -0.6291 2.0279 4.0909
O 1.7878 -2.1469 -0.6585
H 2.4741 -1.6354 -0.1802
H 2.2855 -2.7796 -0.9421
*
```

Atomic partial charges in e from the natural (NBO) method, atoms 1 to 5: -0.63, -0.41, -0.57, 0.14, -0.20

---

Entry 3:
One molecule with the formula C4H8N2O, computed with ωB97M-V/def2-TZVPD.

orbital gap	8.77	eV
electronic energy	-9303.0089	eV
HOMO	-0.2882	Eh
energy above the lowest of the compared OMol25 structures with the same formula, charge and spin	78.04	kcal per mole
LUMO level	0.9257	eV

The geometry in ORCA input format:
```
! RIJCOSX wB97M-V def2-TZVPD def2/J DEFGRID3
* xyz 0 1
C -1.4829 -1.4293 -0.2336
C -0.3856 -0.4643 -0.6313
C -0.7362 0.9622 -0.5669
N 0.0388 0.4006 0.5839
C 1.4631 0.6538 0.8050
O 1.8360 1.0319 1.8927
N 2.1554 0.3931 -0.3136
H -2.4748 -0.9641 -0.0789
H -1.6021 -2.1881 -1.0142
H -1.2079 -1.9718 0.6830
H -0.1938 1.7115 -1.1464
H -1.7254 1.3045 -0.2381
H -0.4609 0.4006 1.4707
H 1.6162 -0.2028 -0.9681
H 3.1602 0.3623 -0.2442
*
```

Atomic partial charges in e from the natural (NBO) method, atoms 1 to 5: -0.67, -0.23, -0.24, -0.48, 0.80

---

Entry 4:
A 2-piece molecular cluster, C3H3N2S overall, computed with ωB97M-V/def2-TZVPD.

orbital gap (spin up / spin down)	5.50 / 5.54	eV
electronic energy	-16960.5418	eV
HOMO (spin up / spin down)	-0.4955 / -0.4966	Eh
energy above the lowest of the compared OMol25 structures with the same formula, charge and spin	129.39	kcal per mole
LUMO level (spin up / spin down)	-7.9774 / -7.9717	eV

The geometry in ORCA input format:
```
! RIJCOSX wB97M-V def2-TZVPD def2/J DEFGRID3
* xyz 1 1
C 1.5788 1.7132 -1.3276
C -1.9010 -0.7851 0.6337
C -0.5945 -1.0954 0.6018
N 1.4534 0.8656 -0.4967
N 1.4232 -0.0924 0.1710
S -3.3866 -0.4284 0.7001
H 1.7254 2.7170 -1.6199
H -0.0881 -1.2046 1.5516
H -0.2107 -1.6899 -0.2140
*
```

Atomic partial charges in e from the natural (NBO) method, atoms 1 to 5: 0.23, -0.02, -0.55, -0.12, 0.07

---

Entry 5:
An isolated ion of composition C4H12N3 and charge +1, computed with ωB97M-V/def2-TZVPD.

orbital gap	8.69	eV
electronic energy	-8805.4355	eV
structure (SMILES)	[H]/N=C\NCCC[NH3+]
HOMO	-0.4614	Eh
energy above the lowest of the compared OMol25 structures with the same formula, charge and spin	53.01	kcal per mole
LUMO level	-3.8694	eV

The geometry in ORCA input format:
```
! RIJCOSX wB97M-V def2-TZVPD def2/J DEFGRID3
* xyz 1 1
H 0.7634 1.4099 -3.7030
N -0.2088 1.3963 -3.4474
C -0.6229 1.0201 -2.3473
N 0.2158 0.6421 -1.2144
C -0.0522 -0.6762 -0.6690
C -0.8872 -0.5902 0.6327
C -0.2150 0.2613 1.7060
N 1.0144 -0.4991 2.1798
H -1.6654 0.9177 -2.0614
H 1.1698 0.9750 -1.2114
H 0.8487 -1.2836 -0.5021
H -0.5967 -1.2464 -1.4206
H -1.0969 -1.5674 1.0775
H -1.8810 -0.2429 0.3546
H -0.8501 0.3593 2.5837
H 0.0697 1.2454 1.3519
H 1.6473 -0.5553 1.3875
H 1.5463 -0.0868 2.9431
H 0.8009 -1.4794 2.3597
*
```

Atomic partial charges in e from the natural (NBO) method, atoms 1 to 5: 0.36, -0.62, 0.29, -0.71, -0.24

---

Entry 6:
C18H13ClIN3O3STa as an isolated structure, computed with ωB97M-V/def2-TZVPD.

orbital gap	5.88	eV
electronic energy	-62475.1363	eV
HOMO	-0.6407	Eh
energy above the lowest of the compared OMol25 structures with the same formula, charge and spin	0.00	kcal per mole
LUMO level	-11.5578	eV

The geometry in ORCA input format:
```
! RIJCOSX wB97M-V def2-TZVPD def2/J DEFGRID3
* xyz 3 1
Ta -0.1065 -0.1263 -0.2753
Cl 4.6245 -5.1143 -0.1249
C 3.6555 -3.7627 0.2283
C 3.8269 -3.0793 1.4094
C 3.0565 -1.9352 1.7306
I 3.3788 -0.9172 3.4932
C 2.1001 -1.5319 0.8335
O 1.3030 -0.3772 0.9441
C 1.9067 -2.2106 -0.3639
N 0.9513 -1.6692 -1.2024
C 0.7696 -2.2129 -2.4331
C 1.4932 -3.3119 -2.8400
C 2.4394 -3.8775 -1.9875
C 2.6731 -3.3306 -0.7201
H 4.5841 -3.4124 2.1068
H 0.0346 -1.7375 -3.0727
H 1.3274 -3.7203 -3.8270
H 3.0157 -4.7359 -2.3126
N 0.2106 2.0404 0.3451
C -0.1014 3.0185 -0.7390
C -0.3447 2.3133 -2.0604
O -0.5331 2.7341 -3.1189
O -0.4326 0.8594 -1.7890
H -0.3407 2.2674 1.1758
H 1.1757 2.1695 0.6564
H 0.7076 3.7371 -0.8658
H -1.0074 3.5777 -0.5011
S -3.1952 -2.0592 2.3958
C -1.7689 -1.4203 1.8668
N -1.7863 -0.9060 0.6097
C -3.0725 -1.0643 0.0129
C -3.4570 -0.7115 -1.2749
C -4.7574 -0.9700 -1.6367
C -5.6664 -1.5694 -0.7470
C -5.2889 -1.9310 0.5236
C -3.9733 -1.6773 0.8873
H -0.8821 -1.4008 2.4882
H -2.7822 -0.2457 -1.9849
H -5.0908 -0.7034 -2.6304
H -6.6821 -1.7519 -1.0698
H -5.9855 -2.3957 1.2076
*
```

Atomic partial charges in e from the natural (NBO) method, atoms 1 to 5: 2.63, 0.16, 0.01, -0.23, -0.16

---

What is the formula in the second record? C3H24O8S2

---

The highest electronic energy belongs to which entry? C4H12N3